No. 1
The following is a quantum chemistry calculation of C20H28CuN7O as an isolated structure, from the OMol25 dataset.

Structure (XYZ):
```
57
Properties=species:S:1:pos:R:3
Cu -1.3555 -0.0912 0.2826
O -3.4000 -0.3096 1.1786
C -3.6322 0.5626 2.2976
C -3.0237 -0.0132 3.5647
C -1.4800 -0.0465 3.5966
C -0.9287 -1.3465 3.0849
C -0.4670 -2.3189 3.9665
C -0.0603 -3.5481 3.4803
C -0.1424 -3.7897 2.1179
C -0.6000 -2.7729 1.3037
N -0.9652 -1.5743 1.7646
H -4.0635 -0.1342 0.5022
H -4.7071 0.6733 2.4506
H -3.2124 1.5545 2.0924
H -3.4270 -1.0160 3.7202
H -3.3806 0.6075 4.3884
H -1.1464 0.1023 4.6228
H -1.0878 0.7651 2.9889
H -0.4393 -2.1083 5.0273
H 0.3043 -4.3115 4.1546
H 0.1450 -4.7424 1.6968
H -0.6902 -2.9182 0.2340
C 2.5126 -1.3887 -2.3542
N 2.6233 -0.2753 -1.4228
C 3.9581 0.2775 -1.2201
C 1.5800 0.0312 -0.6103
N 0.4444 -0.5687 -0.5927
N 1.8311 1.0952 0.2555
C 0.9328 1.9506 0.8632
N 1.5304 3.0396 1.4208
N -0.3306 1.7321 0.8880
H 3.1900 -1.2172 -3.1871
H 1.5098 -1.4447 -2.7691
H 2.7694 -2.3423 -1.8813
H 4.6145 -0.1287 -1.9819
H 4.3715 -0.0011 -0.2454
H 3.9729 1.3637 -1.3387
H 0.3540 -1.3117 -1.2702
H 2.7865 1.4019 0.2762
H 2.5159 3.2173 1.3592
H 0.9708 3.7126 1.9102
H -0.8560 2.4916 1.3037
C -2.2281 0.7222 -1.4482
C -1.2130 0.9274 -2.4534
C -0.9711 -0.0289 -3.4562
C 0.1186 0.0681 -4.2946
C 1.0153 1.1313 -4.1566
C 0.7404 2.1409 -3.2280
C -0.3601 2.0463 -2.4074
C 2.2377 1.1490 -4.8916
N 3.2603 1.1298 -5.4199
H -2.9689 -0.0383 -1.6945
H -2.6494 1.6283 -1.0161
H -1.6497 -0.8691 -3.5523
H 0.2996 -0.6794 -5.0567
H 1.4115 2.9883 -3.1609
H -0.5643 2.8250 -1.6833
```

Values from the calculation:
Orbital gap (alpha / beta) ... 7.792 / 7.241 eV
Lowest unoccupied orbital energy (alpha / beta) ... -2.2300 / -3.2803 eV
Molar mass ... 446.04 g/mol
Net charge ... +1
2S+1 ... 2
⟨S²⟩ ... 0.762
Highest occupied orbital energy (alpha / beta) ... -10.02 / -10.52 eV
Relative energy (zero: lowest compared OMol25 entry of this formula, charge and spin) ... 0.00 kJ/mol
Calculated total energy ... -2877.74057 hartree

No. 2
The following is a quantum chemistry calculation of a 2-piece molecular cluster, CH5OPS2 overall at a distorted geometry, from the OMol25 dataset.

Structure (XYZ):
```
10
Properties=species:S:1:pos:R:3
C 1.9927 0.7533 -0.2166
O -1.1276 0.1470 1.4029
P -1.1814 -0.0088 -0.2178
S -2.7359 1.1604 -0.6701
S -1.8800 -1.9264 -0.5375
H 1.5154 0.1728 0.5813
H 2.4081 0.3109 -0.9863
H 1.7493 1.8183 -0.4020
H -0.2142 -0.1698 1.6353
H -0.5264 -2.2576 -0.5890
```

Values from the calculation:
Orbital gap (alpha / beta) ... 8.557 / 6.700 eV
Lowest unoccupied orbital energy (alpha / beta) ... -0.4627 / -2.4099 eV
Molar mass ... 128.16 g/mol
2S+1 ... 1
Highest occupied orbital energy (alpha / beta) ... -9.02 / -9.11 eV
Relative energy (zero: lowest compared OMol25 entry of this formula, charge and spin) ... 367.56 kJ/mol
Calculated total energy ... -1253.97718 hartree

No. 3
The following is a quantum chemistry calculation of C35H25N8O2Ti as an isolated structure, from the OMol25 dataset.

Structure (XYZ):
```
71
Properties=species:S:1:pos:R:3
Ti 0.0153 -0.0662 0.2278
O 0.8795 2.0102 -3.4883
C 0.4474 1.2959 -2.5831
N 0.7085 1.3359 -1.2543
C 1.5219 2.3948 -0.7721
C 1.9221 3.5098 -1.5190
C 2.7054 4.5055 -0.9583
C 3.1112 4.4002 0.3557
C 2.7260 3.3062 1.1132
C 1.9285 2.2896 0.5705
N 1.4434 1.1575 1.2660
C 1.8282 0.9892 2.5527
O 2.6411 1.6249 3.2219
C 1.1431 -0.1405 3.2496
C 1.4675 -0.4462 4.5648
C 0.8058 -1.4944 5.1723
C -0.1571 -2.1843 4.4519
C -0.4178 -1.8074 3.1458
N 0.2366 -0.8068 2.5495
C -0.5145 0.2279 -3.0049
C -0.8721 0.0978 -4.3428
C -1.7702 -0.8950 -4.6812
C -2.2884 -1.7072 -3.6822
C -1.8782 -1.5001 -2.3763
N -0.9926 -0.5582 -2.0557
H 1.6124 3.6014 -2.5418
H 2.9924 5.3549 -1.5668
H 3.7298 5.1635 0.8128
H 3.0473 3.2370 2.1340
H 2.2224 0.1434 5.0622
H 1.0314 -1.7686 6.1957
H -0.7090 -3.0038 4.8913
H -1.1741 -2.3091 2.5696
H -0.4415 0.7715 -5.0678
H -2.0724 -1.0316 -5.7125
H -3.0038 -2.4866 -3.9057
H -2.2698 -2.0876 -1.5619
C 4.9951 -1.8509 0.6403
C 4.4583 -1.0736 -0.3756
C 3.0995 -1.1126 -0.6466
C 2.2448 -1.9166 0.1141
C 2.7936 -2.6967 1.1396
C 4.1539 -2.6634 1.3911
N 0.8621 -1.8274 -0.1039
C 0.0529 -2.9643 0.0022
C 0.4268 -4.2717 -0.2546
C -0.5086 -5.3026 -0.1140
C -1.8030 -5.0143 0.2777
C -2.2004 -3.6989 0.5234
C -1.2776 -2.6667 0.3740
N -1.5061 -1.3189 0.5393
N -2.6501 -0.9913 1.2385
C -2.6499 0.2962 1.4426
C -3.6486 0.9331 2.2574
C -3.5796 2.2658 2.4737
C -2.5099 3.0268 1.9101
C -1.5586 2.3750 1.1933
N -1.5884 1.0347 0.9569
H 6.0559 -1.8179 0.8536
H 5.0970 -0.4265 -0.9640
H 2.6770 -0.5034 -1.4364
H 2.1382 -3.3110 1.7448
H 4.5611 -3.2638 2.1962
H 1.4455 -4.4912 -0.5489
H -0.2063 -6.3239 -0.3103
H -2.5258 -5.8131 0.3969
H -3.2098 -3.4674 0.8344
H -4.4242 0.3023 2.6688
H -4.3216 2.7633 3.0868
H -2.4325 4.0913 2.0756
H -0.7016 2.8974 0.7826
```

Values from the calculation:
Orbital gap (alpha / beta) ... 5.991 / 5.989 eV
Lowest unoccupied orbital energy (alpha / beta) ... 2.6163 / 2.6153 eV
Molar mass ... 637.51 g/mol
Net charge ... -1
2S+1 ... 1
Highest occupied orbital energy (alpha / beta) ... -3.37 / -3.37 eV
Relative energy (zero: lowest compared OMol25 entry of this formula, charge and spin) ... 45.52 kJ/mol
Calculated total energy ... -2787.02321 hartree

No. 4
The following is a quantum chemistry calculation of a 2-piece molecular cluster, C4H8O overall, from the OMol25 dataset.

Structure (XYZ):
```
13
Properties=species:S:1:pos:R:3
C -0.6217 0.9974 1.2178
C -0.9265 -0.2365 0.4131
C -1.0603 -0.2477 -0.9128
C 1.8445 -0.7034 -0.7499
O 2.3279 0.0359 0.0710
H -0.9007 0.8873 2.2692
H 0.4555 1.2105 1.1909
H -1.1468 1.8693 0.8166
H -0.9868 -1.1806 0.9583
H -1.2353 -1.1664 -1.4693
H -0.9806 0.6739 -1.4895
H 1.6920 -0.3987 -1.8045
H 1.5388 -1.7410 -0.5110
```

Values from the calculation:
Orbital gap ... 10.824 eV
Lowest unoccupied orbital energy ... 1.0091 eV
Molar mass ... 72.11 g/mol
2S+1 ... 1
SMILES ... C=CC.C=O
Highest occupied orbital energy ... -9.82 eV
Relative energy (zero: lowest compared OMol25 entry of this formula, charge and spin) ... 157.49 kJ/mol
Calculated total energy ... -232.38565 hartree

Copy entry 2 word for word.
The following is a quantum chemistry calculation of a 2-piece molecular cluster, CH5OPS2 overall at a distorted geometry, from the OMol25 dataset.

Structure (XYZ):
```
10
Properties=species:S:1:pos:R:3
C 1.9927 0.7533 -0.2166
O -1.1276 0.1470 1.4029
P -1.1814 -0.0088 -0.2178
S -2.7359 1.1604 -0.6701
S -1.8800 -1.9264 -0.5375
H 1.5154 0.1728 0.5813
H 2.4081 0.3109 -0.9863
H 1.7493 1.8183 -0.4020
H -0.2142 -0.1698 1.6353
H -0.5264 -2.2576 -0.5890
```

Values from the calculation:
Orbital gap (alpha / beta) ... 8.557 / 6.700 eV
Lowest unoccupied orbital energy (alpha / beta) ... -0.4627 / -2.4099 eV
Molar mass ... 128.16 g/mol
2S+1 ... 1
Highest occupied orbital energy (alpha / beta) ... -9.02 / -9.11 eV
Relative energy (zero: lowest compared OMol25 entry of this formula, charge and spin) ... 367.56 kJ/mol
Calculated total energy ... -1253.97718 hartree